The following is a DFT calculation (ωB97M-V/def2-TZVPD) of 2 unconnected molecules or ions with the total composition C4H11NO3 in a non-equilibrium geometry.

```
19
Properties=species:S:1:pos:R:3:forces:R:3
N 0.397206 1.261517 -0.542237 -3.744 -2.109 0.730
C -0.101684 0.069465 0.144281 -0.259 0.725 0.264
C 0.439132 -0.073604 1.574207 1.454 2.022 -0.596
O 1.856483 -0.036475 1.574114 0.997 -2.050 -0.045
C -1.643212 0.029172 0.360088 0.324 2.306 -3.497
C -2.201046 -0.270986 -1.081630 0.557 1.063 -0.002
O -3.032142 -1.045496 -1.426883 -1.287 -1.395 0.767
H 1.256040 1.203339 -0.924688 3.378 -0.358 -1.210
H 0.138571 2.123592 -0.211604 -0.636 2.198 1.036
H 0.154487 -0.711510 -0.598124 0.149 -0.328 1.078
H 0.185402 -1.019097 1.997269 -0.455 -0.513 0.560
H 0.132348 0.816219 2.173096 -0.545 -0.861 -0.293
H 2.411403 0.713940 1.752444 -0.764 0.984 0.267
H -1.988078 -0.554022 1.145862 -0.446 -1.980 0.985
H -2.000519 1.022976 0.699065 0.286 -0.044 -0.621
H -1.768106 0.259404 -1.968660 0.673 0.491 1.083
O 2.974700 -0.183568 -0.755528 1.995 3.455 2.440
H 2.791610 -0.690189 -1.464492 -1.159 -2.968 -3.150
H 2.554935 -0.395231 0.080191 -0.517 -0.638 0.205
```
Forces are in eV/Å.

Calculated values
Relative energy (zero: lowest compared OMol25 entry of this formula, charge and spin): 68.2 kcal per mole
HOMO-LUMO gap: 9.711 eV
2S+1: 1
Highest occupied orbital energy: -0.333 hartree
Max |F|: 4.68 eV/A
SMILES: N[C@@H](CO)CC=O.O

The following is a DFT calculation (ωB97M-V/def2-TZVPD) of 2 unconnected molecules or ions with the total composition C4H11NO3 in a non-equilibrium geometry.

```
19
Properties=species:S:1:pos:R:3:forces:R:3
C 1.391936 -1.560175 -0.519614 -1.172 1.187 -0.530
C 1.244889 -0.227381 -0.315186 3.874 -1.610 1.716
O 2.082836 0.694604 -0.926967 -0.901 0.040 -0.021
O 0.892961 0.166200 0.973370 -0.704 0.284 -1.043
N 0.901463 1.562701 1.281072 -0.219 0.393 0.292
H 1.977378 -1.934093 -1.341358 -0.059 0.163 -0.344
H 0.749521 -2.268658 -0.032175 0.034 -0.086 0.385
H 2.917106 0.250755 -1.117875 -0.204 0.021 -0.105
H 1.749705 1.688652 1.832076 -0.048 -0.123 -0.139
H 1.038319 2.125714 0.441324 -0.033 -0.485 -0.110
C -1.377552 0.399898 -0.918035 -3.569 0.741 1.602
C -2.094688 -0.307911 0.564327 2.196 0.630 -2.974
O -1.440538 -1.431958 0.975711 0.574 -0.923 1.034
H -2.352797 0.468244 -1.404033 -0.293 0.729 -0.181
H -0.827301 0.168701 -1.828037 0.918 -1.146 0.896
H -1.157027 1.408982 -0.570278 0.260 0.102 -0.337
H -1.999155 0.507765 1.285352 -0.360 0.045 -0.186
H -3.111733 -0.581768 0.292593 0.054 0.238 0.145
H -0.585320 -1.130272 1.327731 -0.345 -0.201 -0.100
```
Forces are in eV/Å.

Calculated values
Relative energy (zero: lowest compared OMol25 entry of this formula, charge and spin): 145.7 kcal per mole
HOMO-LUMO gap: 9.123 eV
2S+1: 1
Highest occupied orbital energy: -0.320 hartree
Max |F|: 4.53 eV/A
SMILES: C=C(O)ON.CCO

The following is a DFT calculation (ωB97M-V/def2-TZVPD) of 2 unconnected molecules or ions with the total composition C4H11NO3 in a non-equilibrium geometry.

```
19
Properties=species:S:1:pos:R:3:forces:R:3
C 1.241252 -1.149943 -1.277461 -0.632 0.077 -0.599
C -0.206402 -1.048101 -0.795599 -0.307 0.425 0.994
C -0.420672 -1.134617 0.719751 -0.596 -0.156 0.175
O -1.697523 -1.765835 0.915261 -0.090 -0.341 -0.033
N -0.900949 0.153697 -1.303860 0.611 -0.368 0.634
C -0.485029 1.418375 -0.969393 -0.318 -1.697 -2.311
O 0.520670 1.632921 -0.336165 -0.096 0.720 0.456
H 1.156594 -1.074503 -2.366481 0.415 -0.167 0.043
H 1.640213 -2.123625 -1.009087 0.080 -0.103 -0.027
H 1.922979 -0.371753 -0.949635 -0.212 0.107 0.266
H -0.762251 -1.915240 -1.149815 0.047 0.046 -0.399
H 0.352521 -1.742233 1.197406 0.151 0.241 -0.002
H -0.522954 -0.139857 1.147875 0.716 0.061 0.148
H -1.828553 -1.961468 1.852627 0.116 0.179 -0.263
H -1.818533 0.011216 -1.689159 -0.012 0.251 -0.093
H -1.062501 2.089369 -1.643405 0.142 0.767 1.006
O 1.583264 2.051674 2.360735 0.841 -1.040 0.861
H 2.035788 1.233524 2.078910 -0.346 0.633 0.237
H 1.227977 2.385492 1.553826 -0.509 0.366 -1.091
```
Forces are in eV/Å.

Calculated values
Relative energy (zero: lowest compared OMol25 entry of this formula, charge and spin): 30.1 kcal per mole
HOMO-LUMO gap: 10.866 eV
2S+1: 1
Highest occupied orbital energy: -0.373 hartree
Max |F|: 2.89 eV/A
SMILES: C[C@@H](CO)NC=O.O

The following is a DFT calculation (ωB97M-V/def2-TZVPD) of C4H11NO3 in the gas phase in a non-equilibrium geometry.

```
19
Properties=species:S:1:pos:R:3:forces:R:3
C -1.954709 -1.156359 -0.396503 0.307 0.334 0.083
C -0.707381 -0.993695 -1.231229 0.235 2.126 -1.203
O -0.072977 0.470415 -1.112702 -1.054 -2.642 -0.386
C 0.558053 0.713983 0.082885 0.440 -0.374 0.887
C 1.844759 1.507767 -0.136048 -0.571 0.049 -0.378
O -0.271246 1.472559 0.955588 0.035 -0.089 -0.097
N 0.835844 -0.598966 0.700396 0.479 -0.036 0.089
O 0.374460 -0.794439 2.016644 -0.194 0.042 0.514
H -1.714908 -1.234525 0.663649 0.023 -0.064 -0.004
H -2.473224 -2.063947 -0.703383 -0.022 -0.058 -0.010
H -2.625875 -0.310409 -0.546287 -0.081 -0.018 -0.057
H -0.925857 -0.915862 -2.300834 -0.247 -0.139 0.197
H -0.010237 -1.820965 -1.096315 0.186 0.635 0.197
H 2.503937 0.957521 -0.810109 -0.013 0.003 0.097
H 2.336447 1.690595 0.815154 0.024 0.064 0.056
H 1.571231 2.455782 -0.609052 0.178 -0.104 0.091
H -1.181312 1.357046 0.651942 0.123 -0.023 -0.018
H 1.831753 -0.806337 0.694915 -0.125 0.327 0.297
H 0.081240 0.069836 2.361289 0.275 -0.034 -0.354
```
Forces are in eV/Å.

Calculated values
Relative energy (zero: lowest compared OMol25 entry of this formula, charge and spin): 81.3 kcal per mole
HOMO-LUMO gap: 9.613 eV
2S+1: 1
Highest occupied orbital energy: -0.321 hartree
Max |F|: 2.87 eV/A
SMILES: CCO[C@@](C)(O)NO

The following is a DFT calculation (ωB97M-V/def2-TZVPD) of 3 unconnected molecules or ions with the total composition C4H11NO3 in a non-equilibrium geometry.

```
19
Properties=species:S:1:pos:R:3:forces:R:3
C 0.967899 -0.882035 0.544168 0.686 2.697 1.459
C 2.344985 -1.269901 0.098030 -0.090 0.021 0.313
C 1.186774 1.171406 0.840344 0.329 -0.496 -1.276
N -0.048149 -1.086664 -0.373429 -0.661 0.289 -0.102
H 0.815249 -0.216239 1.494315 -0.307 -2.401 -0.756
H 0.217417 -1.342691 -1.319340 0.037 -0.014 0.309
H -0.898072 -1.537493 -0.051342 0.125 -0.015 -0.110
H 2.590969 -0.893187 -0.904518 -0.049 0.038 0.050
H 2.407238 -2.361364 0.059415 0.032 0.013 -0.004
H 3.102804 -0.912209 0.793105 -0.002 -0.003 -0.032
H 0.251746 1.647141 1.129777 -0.031 -0.144 0.048
H 1.450459 1.420499 -0.185964 0.011 0.175 0.033
H 2.007346 1.402276 1.517240 -0.041 -0.098 0.047
C -2.929171 0.481138 -0.504341 0.270 -0.029 -0.324
O -3.968649 1.318408 -0.620779 0.016 -0.007 0.101
O -1.770764 1.097355 -0.775805 -0.051 0.047 0.114
O -3.053563 -0.680843 -0.226614 -0.080 0.126 0.094
H -3.646632 2.203224 -0.843705 0.048 -0.136 0.013
H -1.027884 0.441179 -0.670555 -0.243 -0.063 0.020
```
Forces are in eV/Å.

Calculated values
Relative energy (zero: lowest compared OMol25 entry of this formula, charge and spin): 77.5 kcal per mole
HOMO-LUMO gap: 8.391 eV
2S+1: 1
Highest occupied orbital energy: -0.284 hartree
Max |F|: 3.14 eV/A

- What is the formula in the fourth record?
  C4H11NO3

What did the second record say?
The following is a DFT calculation (ωB97M-V/def2-TZVPD) of 2 unconnected molecules or ions with the total composition C4H11NO3 in a non-equilibrium geometry.

```
19
Properties=species:S:1:pos:R:3:forces:R:3
C 1.391936 -1.560175 -0.519614 -1.172 1.187 -0.530
C 1.244889 -0.227381 -0.315186 3.874 -1.610 1.716
O 2.082836 0.694604 -0.926967 -0.901 0.040 -0.021
O 0.892961 0.166200 0.973370 -0.704 0.284 -1.043
N 0.901463 1.562701 1.281072 -0.219 0.393 0.292
H 1.977378 -1.934093 -1.341358 -0.059 0.163 -0.344
H 0.749521 -2.268658 -0.032175 0.034 -0.086 0.385
H 2.917106 0.250755 -1.117875 -0.204 0.021 -0.105
H 1.749705 1.688652 1.832076 -0.048 -0.123 -0.139
H 1.038319 2.125714 0.441324 -0.033 -0.485 -0.110
C -1.377552 0.399898 -0.918035 -3.569 0.741 1.602
C -2.094688 -0.307911 0.564327 2.196 0.630 -2.974
O -1.440538 -1.431958 0.975711 0.574 -0.923 1.034
H -2.352797 0.468244 -1.404033 -0.293 0.729 -0.181
H -0.827301 0.168701 -1.828037 0.918 -1.146 0.896
H -1.157027 1.408982 -0.570278 0.260 0.102 -0.337
H -1.999155 0.507765 1.285352 -0.360 0.045 -0.186
H -3.111733 -0.581768 0.292593 0.054 0.238 0.145
H -0.585320 -1.130272 1.327731 -0.345 -0.201 -0.100
```
Forces are in eV/Å.

Calculated values
Relative energy (zero: lowest compared OMol25 entry of this formula, charge and spin): 145.7 kcal per mole
HOMO-LUMO gap: 9.123 eV
2S+1: 1
Highest occupied orbital energy: -0.320 hartree
Max |F|: 4.53 eV/A
SMILES: C=C(O)ON.CCO

- The highest max |F| belongs to which entry?
  number 1

- Among the records above, which one has the highest highest occupied orbital energy?
  number 5